{
  "formula": "C47H119N3O24",
  "method": "ωB97M-V/def2-TZVPD",
  "species": ["O", "H", "H", "C", "C", "C", "C", "C", "C", "N", "O", "C", "C", "C", "H", "H", "H", "H", "H", "H", "H", "H", "H", "H", "H", "H", "H", "H", "H", "H", "H", "H", "H", "C", "C", "C", "C", "C", "C", "N", "O", "C", "C", "C", "H", "H", "H", "H", "H", "H", "H", "H", "H", "H", "H", "H", "H", "H", "H", "H", "H", "H", "H", "C", "C", "C", "C", "C", "C", "N", "O", "C", "C", "C", "H", "H", "H", "H", "H", "H", "H", "H", "H", "H", "H", "H", "H", "H", "H", "H", "H", "H", "H", "C", "C", "O", "O", "H", "H", "H", "H", "H", "H", "C", "C", "O", "O", "H", "H", "H", "H", "H", "H", "C", "C", "O", "O", "H", "H", "H", "H", "H", "H", "C", "C", "O", "O", "H", "H", "H", "H", "H", "H", "C", "C", "O", "O", "H", "H", "H", "H", "H", "H", "C", "C", "O", "O", "H", "H", "H", "H", "H", "H", "C", "C", "O", "O", "H", "H", "H", "H", "H", "H", "C", "C", "O", "O", "H", "H", "H", "H", "H", "H", "C", "C", "O", "O", "H", "H", "H", "H", "H", "H", "C", "C", "O", "O", "H", "H", "H", "H", "H", "H"],
  "xyz": [[-0.0734, -2.9208, -5.6083], [-0.0478, -3.3143, -6.4888], [0.7132, -3.2578, -5.1673], [-2.0868, -5.1613, 5.1605], [-1.2953, -6.1594, 4.3210], [-2.0211, -6.3311, 2.9698], [-1.6880, -5.3563, 1.8515], [-0.1596, -5.1378, 1.7244], [0.4583, -4.7140, 3.0729], [0.0652, -5.7235, 4.0727], [0.8548, -5.6493, 5.2371], [2.0047, -4.8961, 2.8859], [0.1318, -3.2322, 3.3239], [-1.3263, -7.5403, 4.9813], [-2.3169, -4.2937, 4.5323], [-1.5026, -4.7974, 6.0078], [-3.0750, -5.4617, 5.5131], [-2.0373, -7.3648, 2.6138], [-3.1034, -6.2617, 3.1369], [-2.1962, -4.3916, 1.8824], [-1.8968, -5.8234, 0.8855], [0.0732, -4.4051, 0.9508], [0.2063, -6.1131, 1.3934], [2.6044, -4.6857, 3.7709], [2.1336, -5.9648, 2.6989], [2.3516, -4.2978, 2.0446], [0.3513, -2.9866, 4.3695], [0.5758, -2.4621, 2.6975], [-0.9534, -3.0873, 3.3416], [-0.7514, -7.5204, 5.9067], [-0.9699, -8.3190, 4.3091], [-2.3802, -7.7174, 5.1997], [1.5854, -6.2494, 5.0548], [4.4626, 7.7324, -2.0020], [4.1450, 6.5158, -1.1024], [3.6028, 5.3705, -1.9728], [3.6458, 3.9816, -1.4042], [5.0629, 3.6982, -0.9261], [5.6542, 4.7584, 0.0087], [5.4020, 6.0938, -0.4830], [6.0210, 7.1272, 0.2724], [4.9660, 4.5830, 1.3837], [7.1341, 4.4317, 0.1190], [3.0363, 6.9121, -0.0737], [5.2139, 7.4871, -2.7505], [4.8019, 8.6124, -1.4575], [3.5250, 8.0290, -2.4798], [2.5547, 5.6536, -2.1278], [4.0277, 5.4674, -2.9743], [3.2734, 3.2353, -2.1066], [2.9452, 3.8444, -0.5730], [5.6946, 3.5114, -1.7965], [5.0819, 2.7644, -0.3567], [3.9054, 4.3557, 1.2694], [5.3800, 3.7580, 1.9702], [5.0343, 5.4240, 2.0797], [7.6212, 4.3981, -0.8577], [7.7096, 5.1007, 0.7632], [7.3615, 3.4596, 0.5663], [3.2125, 7.6669, 0.6960], [2.6806, 6.0065, 0.4170], [2.2635, 7.3764, -0.6904], [5.3986, 7.1520, 1.0189], [-2.8699, 0.6713, -0.0424], [-1.8758, -0.4917, -0.2748], [-2.0492, -0.9222, -1.7420], [-1.0213, -1.8347, -2.4024], [0.3105, -1.1624, -2.2385], [0.6337, -0.6402, -0.8283], [-0.5056, 0.0479, -0.1818], [-0.1670, 0.4881, 1.1283], [1.1959, -1.8401, -0.0479], [1.7994, 0.3229, -0.9728], [-2.2124, -1.6539, 0.6767], [-2.4321, 1.5033, -0.5957], [-2.8274, 0.9363, 1.0128], [-3.8795, 0.4751, -0.3946], [-3.0653, -1.2955, -1.8988], [-2.0469, -0.0155, -2.3565], [-1.2846, -1.9731, -3.4506], [-1.0031, -2.8200, -1.9268], [0.4121, -0.3620, -2.9755], [1.0469, -1.9432, -2.4423], [1.8178, -2.5131, -0.6372], [1.6586, -1.6433, 0.9184], [0.3279, -2.4615, 0.2010], [1.5957, 1.2521, -1.5275], [2.0463, 0.8944, -0.0703], [2.7055, -0.1178, -1.3824], [-1.7131, -2.5895, 0.4145], [-3.2832, -1.8560, 0.6426], [-1.8710, -1.4378, 1.6904], [0.1898, 1.3748, 0.9651], [-0.8237, 2.2115, -3.9006], [-1.4915, 1.2302, -4.9245], [-0.6831, 1.3248, -6.0940], [-1.1157, 3.5684, -4.2442], [0.2623, 2.1297, -3.9017], [-1.1073, 1.9578, -2.8727], [-2.5372, 1.4941, -5.0775], [-1.3390, 0.2214, -4.5468], [-0.8479, 2.1550, -6.5541], [-2.0422, 3.7395, -4.0433], [-1.7478, 1.1039, 6.0693], [-1.2063, 0.0900, 5.0449], [-1.9165, 0.1857, 3.8458], [-1.6159, 2.4069, 5.5098], [-1.2723, 1.0079, 7.0444], [-2.8338, 1.0182, 6.1610], [-1.0691, -0.9413, 5.3877], [-0.1691, 0.4238, 4.8983], [-1.3661, 0.2477, 3.0608], [-2.4623, 2.8366, 5.3370], [0.8522, -5.6288, -2.1300], [-0.6651, -5.8556, -2.1908], [-0.9188, -7.1552, -1.6762], [1.5458, -6.5511, -2.9827], [1.1275, -5.7988, -1.0845], [1.2399, -4.6070, -2.2043], [-0.8775, -5.9965, -3.2633], [-1.3093, -5.0286, -1.9067], [-0.2583, -7.7294, -2.0807], [1.2416, -6.3041, -3.8644], [-3.4761, 3.0660, 2.6617], [-4.5659, 3.0433, 3.7287], [-4.0477, 3.7262, 4.9006], [-3.0891, 4.3823, 2.3428], [-3.8666, 2.4823, 1.8270], [-2.5739, 2.5363, 2.9808], [-4.8357, 2.0314, 4.0357], [-5.4327, 3.6516, 3.4611], [-4.4229, 4.6042, 4.8080], [-2.6139, 4.7160, 3.1124], [-6.8046, -0.2546, -2.2948], [-6.1868, 1.1381, -2.1752], [-4.9885, 1.1593, -2.9534], [-7.2394, -0.4774, -3.6367], [-7.6579, -0.2852, -1.6079], [-6.1088, -1.0027, -1.9061], [-5.9017, 1.2295, -1.1245], [-6.9183, 1.9207, -2.3725], [-4.9642, 0.4495, -3.6019], [-7.8255, -1.2391, -3.5927], [0.1199, 4.5838, -0.4399], [-1.3509, 4.6303, -0.8480], [-2.0242, 5.6610, -0.1180], [0.4665, 3.6693, 0.5976], [0.4708, 5.5973, -0.2417], [0.7204, 4.2052, -1.2768], [-1.8290, 3.6705, -0.6210], [-1.5385, 4.8064, -1.9054], [-2.1659, 5.2884, 0.7600], [0.6499, 4.1869, 1.3875], [-2.0895, -1.2478, -8.4928], [-2.8810, -2.1171, -7.5197], [-2.6290, -1.8821, -6.1373], [-2.3455, 0.1310, -8.4965], [-2.4186, -1.5503, -9.4936], [-1.0161, -1.4646, -8.5546], [-2.7695, -3.1986, -7.6547], [-3.9363, -1.9331, -7.7285], [-1.6820, -1.9840, -5.9629], [-1.9003, 0.6465, -7.8150], [-4.5496, -1.9047, 4.7215], [-4.8701, -2.4361, 3.3466], [-6.0419, -1.8251, 2.8136], [-4.4723, -0.4772, 4.7395], [-3.7114, -2.4164, 5.2100], [-5.3233, -2.0642, 5.4811], [-5.0544, -3.5075, 3.2889], [-4.0140, -2.1273, 2.7371], [-5.7907, -0.9414, 2.5303], [-3.5884, -0.2409, 4.4000], [6.7845, 0.6588, -2.4859], [5.6007, 0.5013, -3.4322], [4.4772, 1.1892, -2.9109], [7.9357, 0.1070, -3.0849], [6.5718, 0.2050, -1.5118], [6.9430, 1.7287, -2.3136], [5.4162, -0.5691, -3.5608], [5.9923, 0.8810, -4.3816], [3.7259, 0.8534, -3.4099], [8.7083, 0.5524, -2.7331], [3.0858, 0.5681, 3.0520], [4.1985, -0.3412, 2.7002], [4.5291, -0.3070, 1.3154], [3.4268, 1.9506, 2.8940], [2.8179, 0.3973, 4.1020], [2.1860, 0.4908, 2.4362], [3.8979, -1.3418, 3.0175], [5.0227, 0.0114, 3.3367], [4.2962, 0.6045, 1.0839], [4.1961, 2.1640, 3.4345]],
  "forces_ev_per_a": [[0.2, -0.2, -0.2], [0.0, 0.0, 0.0], [0.0, 0.1, 0.1], [-0.1, 1.2, 0.0], [-0.7, -0.3, -0.4], [-1.2, 0.0, -0.3], [1.3, 0.0, -0.9], [-0.9, -0.4, 0.9], [1.4, -0.1, -1.1], [0.5, -0.2, -1.1], [-0.4, 0.3, 0.4], [-0.8, -0.3, 0.3], [-1.1, -0.2, 1.9], [0.0, 0.5, 0.2], [0.2, 0.1, 0.0], [0.0, -0.1, 0.1], [0.2, -0.6, 0.0], [1.0, 0.0, -0.1], [0.0, 0.4, 0.4], [-0.2, -0.1, 0.3], [-0.7, 0.1, 0.1], [0.0, 0.1, 0.1], [0.5, 0.1, 0.2], [-0.2, 0.4, 0.0], [0.2, 0.1, -0.4], [0.1, -0.1, 0.0], [0.5, 0.0, 0.0], [0.2, -0.4, -0.3], [0.0, 0.0, -0.5], [-0.1, -0.2, 0.0], [0.2, 0.0, 0.1], [0.1, -0.3, 0.2], [-0.1, -0.1, 0.1], [-0.6, -0.1, 0.2], [0.8, 0.5, 0.9], [-1.2, 1.1, -0.5], [0.2, -0.2, 0.7], [-0.4, -0.6, -0.2], [-0.6, -0.4, 1.2], [1.2, 0.1, -2.0], [-1.2, -1.0, 0.3], [-0.1, -0.5, 0.7], [1.2, 0.2, 0.2], [-0.1, -0.1, -0.6], [-0.1, -0.1, 0.0], [0.1, -0.2, 0.3], [0.1, 0.0, -0.3], [-0.1, -0.1, -0.2], [0.4, -0.4, 0.1], [0.4, 0.1, -0.3], [0.0, 0.4, 0.2], [0.1, 0.3, 0.0], [0.0, -0.1, 0.0], [0.0, 0.1, 0.0], [0.1, -0.2, -0.3], [0.2, 0.3, -0.3], [-0.1, 0.3, -0.1], [-0.3, 0.4, -0.2], [-0.7, -0.2, -0.1], [0.7, -0.1, -0.1], [-0.3, 0.1, 0.0], [-0.4, -0.3, 0.2], [0.5, 0.6, 0.3], [1.4, 0.0, 0.1], [-0.1, -0.5, -0.4], [-0.7, 0.3, -0.9], [-0.7, 0.2, 1.2], [0.2, -0.3, -0.3], [1.1, -0.3, 0.3], [0.0, 0.2, -1.0], [-0.1, -0.3, 0.1], [-1.5, -1.0, 0.8], [0.1, 2.2, 0.1], [0.6, -0.1, -0.1], [-0.4, 0.2, 0.0], [-0.3, 0.0, 0.0], [0.0, -0.2, 0.1], [0.0, -0.2, 0.3], [0.0, 0.2, 0.2], [0.1, -0.1, 0.0], [-0.1, 0.0, 0.0], [0.0, 0.1, 0.1], [0.4, 0.5, -0.3], [0.4, 0.4, -0.1], [0.2, 0.4, -0.2], [0.1, -0.1, 0.1], [-0.5, -0.6, -0.9], [0.3, -1.0, 0.6], [0.0, -0.2, 0.2], [0.0, 0.0, -0.2], [0.0, 0.1, 0.2], [-0.3, 0.1, 0.1], [-0.3, 0.2, 0.1], [-1.0, -0.3, -0.1], [2.2, 1.3, 1.1], [-0.6, -0.5, -1.0], [0.1, -0.2, 0.1], [0.0, -0.2, -0.4], [-0.4, 0.2, 0.1], [-0.1, -0.2, -0.1], [-0.4, -0.1, -0.2], [0.0, 0.2, 0.3], [0.0, 0.0, 0.0], [-1.6, 0.2, -1.3], [1.8, 0.9, 0.8], [-1.0, -0.2, -0.3], [1.4, 0.2, 0.1], [0.2, 0.1, -0.1], [0.0, -0.9, 0.5], [-0.7, 0.0, 0.2], [0.0, 0.0, -0.2], [0.4, 0.0, -0.1], [-0.1, -0.2, 0.3], [0.0, 0.5, 1.5], [1.3, -1.0, -2.5], [-0.7, 0.5, 1.1], [-0.6, 0.6, 0.4], [0.2, -0.8, -0.1], [-0.5, 0.2, -0.9], [-0.1, 0.7, -0.2], [0.0, -0.4, 1.0], [0.0, 0.0, 0.0], [0.2, -0.3, -0.1], [-0.3, -1.0, 0.5], [0.8, 0.6, 0.6], [-0.2, -0.1, -0.2], [-0.2, 0.5, -0.5], [0.1, 0.7, -0.5], [-0.3, -0.3, 0.4], [-0.1, 0.0, -0.2], [-0.1, -0.6, -0.6], [0.3, 0.2, 0.5], [0.0, 0.0, 0.0], [-0.8, 0.9, 0.6], [0.5, -1.9, 0.0], [0.1, 1.0, 0.2], [0.3, -0.2, 0.5], [-0.1, 0.0, -0.1], [0.3, -0.1, -0.4], [0.1, 0.2, 0.0], [0.2, 0.1, -0.6], [-0.5, 0.0, 0.0], [0.0, 0.0, -0.3], [0.6, -0.6, -1.8], [-0.3, 0.1, 1.1], [0.1, -0.3, -0.2], [-0.4, 0.2, 0.7], [-0.1, 0.0, 0.2], [-0.2, 0.3, -0.3], [0.2, -0.1, 0.0], [0.5, 0.2, 0.0], [-0.4, 0.1, 0.2], [0.0, -0.2, 0.1], [0.2, -0.6, -1.1], [0.0, 0.2, 0.6], [-0.2, 0.6, -0.1], [-0.5, 0.4, 0.1], [-0.2, -0.2, 0.0], [0.1, 0.0, 0.7], [0.4, 0.0, -0.7], [-0.1, 0.2, 0.4], [-0.2, 0.0, 0.0], [0.3, -0.7, 0.4], [-1.1, 0.2, 1.8], [0.0, 0.8, -0.2], [0.0, -0.1, -0.2], [0.9, -0.3, -0.5], [0.5, 0.3, -0.6], [-0.5, -0.5, -0.6], [0.3, -0.1, 0.2], [0.1, -0.5, -0.2], [-0.1, 0.1, 0.2], [-0.3, 0.1, -0.1], [-0.4, 0.6, 0.5], [1.3, -0.4, 0.2], [0.1, -0.3, -0.4], [0.0, -0.4, -0.3], [0.0, -0.1, 0.0], [-0.2, 0.0, 0.0], [-0.2, 0.0, 0.0], [-0.6, 0.2, -0.2], [-0.2, 0.2, 0.1], [0.0, 0.0, 0.0], [-1.0, 1.2, 0.6], [0.1, -0.2, -0.1], [-0.3, 0.3, 0.7], [0.2, 0.1, -0.3], [-0.1, -0.2, -0.1], [0.1, -0.5, 0.0], [0.3, -0.2, -0.3], [0.4, -0.4, -0.2], [0.2, -0.1, -0.5], [0.0, -0.1, 0.0]],
  "e_homo_ha": -0.297,
  "lumo_energy_ev": -0.25,
  "e_tot_ev": -104269.256,
  "orbital_gap_ev": 7.83
}